[1]
A molecular structure, C6Cu3F12N2O14S4 in a non-equilibrium geometry. Source: the OMol25 dataset; level of theory: wB97M-V/def2-TZVPD.

Calculated values
- Gap between HOMO and LUMO (alpha / beta): 0.3253 / 0.2321 Eh
- Multiplicity: 4
- LUMO energy (alpha / beta): -1.8 / -4.3 eV
- HOMO (alpha / beta): -10.68 / -10.58 eV

Last column: Mulliken charge in e.
Positions of all 41 atoms, in Å:
1 Cu 1.71 3.47 0.13  0.5918
2 Cu -1.72 1.95 -0.56  0.1431
3 Cu 0.69 0.07 1.24  0.0952
4 S -3.26 -0.25 -2.46  0.8059
5 S 3.11 -2.09 0.29  0.8416
6 S -2.25 -1.25 -0.25  0.4524
7 S 3.82 0.40 0.85  0.6692
8 F -4.69 -1.40 0.70  -0.1954
9 F 2.18 -4.51 0.46  -0.1961
10 F 3.44 1.13 3.31  -0.1950
11 F 0.70 -3.08 -0.10  -0.1840
12 F -3.52 2.38 -2.69  -0.2252
13 F -5.38 1.30 -2.39  -0.2090
14 F -3.14 -2.23 1.97  -0.1902
15 F -3.36 -0.07 1.78  -0.1799
16 F 5.51 1.24 2.63  -0.2010
17 F 4.63 -0.68 3.12  -0.2136
18 F 1.36 -3.10 1.95  -0.2481
19 F -4.42 1.22 -4.30  -0.1973
20 O -0.97 1.37 1.41  -0.7023
21 O -4.32 -1.20 -2.33  -0.5454
22 O 4.28 -2.58 0.94  -0.5440
23 O -0.60 3.40 0.70  -0.8156
24 O -0.95 -1.14 0.38  -0.3611
25 O -2.40 -2.46 -0.95  -0.4906
26 O -2.23 -0.49 -3.41  -0.5813
27 O 1.33 2.61 -1.81  -0.6381
28 O 0.91 2.29 1.81  -0.7673
29 O -0.54 2.04 -2.45  -0.4969
30 O 0.33 0.98 -0.70  0.4895
31 O 3.23 1.68 0.58  -0.4036
32 O 3.10 -1.95 -1.13  -0.6063
33 O 4.94 0.07 0.04  -0.5055
34 N 2.55 -0.72 0.97  0.3130
35 N -2.71 0.25 -1.00  0.3445
36 C -4.20 1.26 -2.99  0.6442
37 C -3.47 -1.23 1.15  0.7155
38 C 4.40 0.53 2.62  0.6455
39 C 0.52 1.58 -1.79  0.9414
40 C -0.35 2.51 1.60  1.5322
41 C 1.75 -3.29 0.68  0.6679

***

[2]
A molecular structure, C6F18O18S6V. Source: the OMol25 dataset; level of theory: wB97M-V/def2-TZVPD.

Calculated values
- Gap between HOMO and LUMO (alpha / beta): 0.2069 / 0.3040 Eh
- Multiplicity: 4
- Energy relative to the best compared isomer or geometry (same formula, charge and spin): 0.0 kJ/mol
- LUMO energy (alpha / beta): 8.3 / 8.3 eV
- Total charge: -4
- HOMO (alpha / beta): 2.69 / 0.04 eV

Last column: Mulliken charge in e.
Positions of all 49 atoms, in Å:
1 V 4.70 -11.77 -0.10  0.5740
2 S 7.35 -13.87 -0.56  1.1289
3 S 1.98 -9.80 1.00  1.1866
4 S 5.32 -12.09 3.41  1.1479
5 S 6.79 -8.88 -0.40  1.1913
6 S 2.62 -14.54 0.25  1.2732
7 S 4.06 -11.68 -3.64  1.2947
8 F 8.66 -10.73 -0.60  -0.2278
9 F 7.54 -10.37 -2.43  -0.1947
10 F 9.06 -8.96 -1.78  -0.3031
11 F 3.09 -9.26 -3.20  -0.2239
12 F 8.94 -14.86 -2.44  -0.2646
13 F 1.48 -11.26 3.15  -0.1993
14 F 6.43 -9.74 3.06  -0.2216
15 F 7.51 -10.99 4.45  -0.2870
16 F 1.16 -14.89 -1.96  -0.2773
17 F -0.10 -9.89 2.64  -0.2695
18 F 2.45 -10.11 -5.07  -0.2673
19 F 6.95 -14.39 -3.12  -0.2403
20 F 0.19 -11.69 1.48  -0.2328
21 F 1.59 -10.80 -3.22  -0.2194
22 F 0.00 -14.43 -0.18  -0.2856
23 F 7.63 -11.38 2.33  -0.2088
24 F 8.38 -12.81 -2.79  -0.1984
25 F 1.13 -12.86 -1.17  -0.1315
26 O 4.87 -12.16 2.02  -0.4817
27 O 2.61 -8.86 1.87  -0.7472
28 O 8.59 -13.71 0.16  -0.7206
29 O 2.92 -15.89 -0.18  -0.7389
30 O 4.33 -11.66 -2.22  -0.6325
31 O 3.42 -12.87 -4.14  -0.7148
32 O 2.82 -10.88 0.50  -0.0514
33 O 6.28 -7.94 -1.37  -0.7497
34 O 1.06 -9.25 0.04  -0.7622
35 O 6.67 -15.12 -0.39  -0.7017
36 O 2.12 -14.40 1.59  -0.7348
37 O 6.52 -12.67 -0.62  0.0314
38 O 7.54 -8.30 0.69  -0.7157
39 O 4.46 -11.36 4.31  -0.7409
40 O 3.58 -13.54 -0.20  -0.3708
41 O 5.09 -11.12 -4.47  -0.7540
42 O 5.85 -13.34 3.91  -0.7450
43 O 5.87 -9.93 -0.01  -0.5165
44 C 8.07 -9.79 -1.35  0.5530
45 C 7.93 -13.97 -2.31  0.5752
46 C 6.80 -11.00 3.31  0.5431
47 C 2.73 -10.40 -3.79  0.5181
48 C 0.85 -10.72 2.13  0.5819
49 C 1.16 -14.15 -0.83  0.5320

***

[3]
A molecular structure, C6F18O18S6Zn in a non-equilibrium geometry. Source: the OMol25 dataset; level of theory: wB97M-V/def2-TZVPD.

Calculated values
- Gap between HOMO and LUMO (alpha / beta): 0.3013 / 0.1533 Eh
- Multiplicity: 2
- Energy relative to the best compared isomer or geometry (same formula, charge and spin): 0.0 kJ/mol
- LUMO energy (alpha / beta): 6.3 / 2.3 eV
- Total charge: -3
- HOMO (alpha / beta): -1.91 / -1.91 eV

Last column: Mulliken charge in e.
Positions of all 49 atoms, in Å:
1 Zn -0.44 0.22 -0.06  2.0326
2 S 1.91 -2.14 0.78  0.9452
3 S 1.37 1.61 -2.66  0.9965
4 S 1.75 1.82 2.19  0.7086
5 S -1.90 -1.07 2.83  1.0077
6 S -1.86 3.01 0.93  1.1803
7 S -2.24 -1.81 -2.12  0.9757
8 F -1.93 -3.57 1.77  -0.2343
9 F 2.46 3.73 0.33  -0.1806
10 F -3.69 4.89 1.26  -0.2104
11 F -1.10 -3.77 -0.77  -0.1322
12 F -0.29 -3.22 3.17  -0.2134
13 F -4.54 2.85 1.46  -0.2114
14 F 3.88 -0.72 -0.19  -0.2069
15 F 1.67 0.87 -5.29  -0.2351
16 F 4.39 -2.81 -0.07  -0.2455
17 F -4.05 3.68 -0.41  -0.2311
18 F 3.65 2.00 0.20  -0.1549
19 F 1.11 -0.84 -3.95  -0.1794
20 F -2.23 -3.54 3.96  -0.2401
21 F 0.06 -3.16 -2.51  -0.2103
22 F -1.70 -4.42 -2.81  -0.2529
23 F 3.88 3.34 1.91  -0.2433
24 F -0.32 0.74 -4.61  -0.2269
25 F 3.03 -2.11 -1.60  -0.1968
26 O 1.15 2.99 -3.06  -0.7312
27 O 0.84 1.22 1.21  -0.2248
28 O -2.34 -1.41 -3.54  -0.7147
29 O 2.81 1.34 -2.53  -0.7606
30 O 2.35 -1.75 2.12  -0.6674
31 O -3.34 -0.89 3.13  -0.7125
32 O -1.02 -0.47 3.85  -0.7222
33 O 2.48 0.77 2.92  -0.4344
34 O -1.57 -0.87 -1.14  -0.2669
35 O 1.07 2.82 3.09  -0.4816
36 O -1.73 1.68 0.32  -0.7527
37 O -1.51 3.06 2.38  -0.7032
38 O -3.59 -2.17 -1.65  -0.7210
39 O -1.05 3.95 0.13  -0.7311
40 O 0.96 -1.19 0.18  -0.0431
41 O -1.46 -0.71 1.46  -0.1885
42 O 0.60 1.09 -1.51  -0.4571
43 O 1.54 -3.52 0.68  -0.6775
44 C 3.42 -1.96 -0.37  0.4703
45 C -1.19 -3.45 -2.02  0.4924
46 C -3.67 3.65 0.83  0.4099
47 C -1.58 -3.03 2.94  0.5296
48 C 3.01 2.80 1.06  0.5814
49 C 0.95 0.50 -4.23  0.4660

***

| no. | E (eV) |
| --- | --- |
| 1 | -247728.8384 |
| 2 | -182693.9475 |
| 3 | -205421.1667 |